1.
DFT (wB97M-V/def2-TZVPD) results for a single C3H5N3O molecule at a distorted geometry.

Structure (XYZ):
```
12
Properties=species:S:1:pos:R:3:forces:R:3
N -2.011 -0.477 0.540 -0.2 -0.8 0.2
C -0.633 -0.280 0.306 -0.3 0.0 -0.1
N 0.444 -1.027 0.159 -0.2 0.2 0.0
C 1.375 -0.122 -0.278 -0.2 0.3 0.0
O 2.648 -0.501 -0.551 -0.2 -0.1 0.1
C 0.865 1.153 -0.406 0.0 0.0 0.0
N -0.456 1.006 0.008 -0.3 -0.4 0.1
H -2.311 -0.656 1.482 0.1 -0.4 0.1
H -2.487 -1.029 -0.154 0.0 -0.3 0.1
H 2.676 -1.461 -0.432 0.0 0.2 0.0
H 1.335 2.070 -0.720 -0.2 -0.1 0.1
H -1.446 1.324 0.046 1.5 1.6 -0.6
```
Forces are in eV/Å.

Computed properties:
Orbital gap in Ha: 0.330
Structure (SMILES): Nc1nc(O)c[nH]1
E_LUMO in eV: 0.88

2.
DFT (wB97M-V/def2-TZVPD) results for a single C5H7N molecule.

Structure (XYZ):
```
13
Properties=species:S:1:pos:R:3:forces:R:3
C -0.898 -1.300 0.267 -0.4 -0.2 0.2
C 0.141 -0.544 -1.058 0.2 0.3 0.1
C 0.810 -0.542 0.204 0.1 -0.1 0.0
C 0.947 0.797 0.728 0.0 0.1 -0.2
C 0.336 1.595 -0.190 0.1 -0.1 0.0
N -0.169 0.815 -1.199 0.0 0.1 0.0
H -1.802 -0.851 -0.132 0.1 -0.1 0.0
H -0.828 -2.356 0.020 -0.1 0.2 0.0
H -0.921 -1.171 1.358 0.1 0.0 -0.3
H 1.329 -1.414 0.587 0.0 0.2 -0.1
H 1.445 1.109 1.636 -0.1 0.0 -0.1
H 0.249 2.676 -0.211 0.0 -0.2 0.0
H -0.640 1.185 -2.010 0.1 -0.1 0.2
```
Forces are in eV/Å.

Computed properties:
Orbital gap in Ha: 0.337
E_LUMO in eV: 1.05

3.
DFT (wB97M-V/def2-TZVPD) results for a 2-piece molecular cluster, C11H14N2O overall at a distorted geometry.

Structure (XYZ):
```
28
Properties=species:S:1:pos:R:3:forces:R:3
C 3.715 -0.552 2.824 2.8 -1.2 -0.2
C 2.571 -0.786 1.908 -1.1 0.0 0.6
C 2.245 -0.049 0.781 0.1 -0.5 -0.1
C 1.083 -0.299 0.052 1.5 0.7 -0.2
C 0.260 -1.344 0.396 -0.4 0.4 -0.6
O -0.845 -1.654 -0.367 -0.1 0.1 0.4
C 0.633 -2.187 1.418 -0.3 -0.1 -0.6
C 1.766 -1.908 2.170 -0.3 -0.9 -0.6
H 4.251 0.367 3.106 -1.5 0.6 -0.3
H 4.607 -1.009 2.331 -0.4 -0.3 0.2
H 3.589 -1.138 3.731 -0.1 0.1 0.1
H 3.025 0.539 0.318 -0.2 0.7 0.3
H 1.002 0.270 -0.863 -0.6 -0.2 -0.1
H -1.233 -0.816 -0.654 0.1 -0.1 -0.3
H 0.031 -3.094 1.419 0.3 -0.1 0.8
H 2.099 -2.766 2.753 0.1 0.7 0.7
C -2.906 0.081 -3.069 1.1 -1.8 0.2
C -2.356 0.909 -1.973 -2.1 1.4 2.2
C -3.145 1.712 -1.141 0.7 0.1 -1.1
N -2.284 2.637 -0.585 -0.6 -0.7 -0.1
C -1.032 2.307 -0.983 -0.3 -0.2 0.3
N -1.062 1.234 -1.734 1.0 0.2 -1.3
H -3.317 -0.887 -2.767 -0.4 0.2 0.5
H -2.022 -0.298 -3.609 -0.5 0.7 -0.7
H -3.692 0.619 -3.597 0.5 -0.1 -0.5
H -4.214 1.813 -1.056 0.0 0.0 0.1
H -2.624 3.442 -0.095 0.4 0.2 0.3
H -0.146 2.857 -0.715 0.0 -0.1 0.2
```
Forces are in eV/Å.

Computed properties:
Orbital gap in Ha: 0.323
Structure (SMILES): Cc1ccc(O)cc1.Cc1c[nH]cn1
E_LUMO in eV: 0.76

4.
DFT (wB97M-V/def2-TZVPD) results for a 2-piece molecular cluster, Br2O2P overall at a distorted geometry.

Structure (XYZ):
```
5
Properties=species:S:1:pos:R:3:forces:R:3
O -0.992 0.347 0.867 0.3 1.1 0.6
O -0.700 -1.209 -1.225 2.1 1.4 2.2
P -0.208 -0.546 0.048 -3.1 -2.2 -2.7
Br 0.822 -1.959 1.336 0.6 0.1 -0.2
Br 1.077 3.368 -1.025 0.0 -0.4 0.1
```
Forces are in eV/Å.

Computed properties:
Orbital gap (spin up / spin down) in Ha: 0.169 / 0.169
Total charge: -1
E_LUMO (spin up / spin down) in eV: 0.65 / 0.65